{"formula": "C29H54N8O17", "method": "ωB97M-V/def2-TZVPD", "elements": ["C", "C", "N", "C", "C", "N", "C", "C", "H", "H", "H", "H", "H", "H", "H", "H", "H", "H", "H", "C", "C", "N", "C", "C", "N", "C", "C", "H", "H", "H", "H", "H", "H", "H", "H", "H", "H", "H", "C", "C", "N", "C", "C", "N", "C", "C", "H", "H", "H", "H", "H", "H", "H", "H", "H", "H", "H", "C", "C", "O", "N", "H", "H", "C", "H", "H", "H", "H", "H", "H", "C", "C", "O", "N", "H", "H", "C", "H", "H", "H", "H", "H", "H", "O", "C", "O", "O", "H", "O", "C", "O", "O", "H", "O", "C", "O", "O", "H", "O", "C", "O", "O", "H", "O", "C", "O", "O", "H"], "positions_angstrom": [[-3.2259, -4.3501, 7.4483], [-3.5040, -5.0412, 6.1011], [-3.7008, -4.1092, 5.0097], [-4.5063, -4.3059, 3.8991], [-4.2490, -3.2808, 2.9900], [-3.3226, -2.3993, 3.5570], [-3.1349, -2.8703, 4.8442], [-2.6186, -1.2792, 3.0091], [-2.3007, -3.7749, 7.4828], [-2.9661, -5.0041, 8.2807], [-4.0550, -3.7052, 7.7394], [-4.4405, -5.5615, 6.3021], [-2.7900, -5.8238, 5.8447], [-5.1378, -5.1810, 3.9394], [-4.5421, -3.0939, 1.9675], [-2.4262, -2.4050, 5.5133], [-3.2862, -0.4190, 2.9601], [-2.3268, -1.5427, 1.9925], [-1.7536, -0.9504, 3.5851], [3.6112, -5.8460, 1.5860], [2.8597, -5.3162, 0.2905], [3.4413, -4.0117, -0.0035], [3.0078, -2.7462, 0.3550], [3.9009, -1.7518, -0.0603], [4.9522, -2.4509, -0.5866], [4.6195, -3.8265, -0.6211], [6.2449, -1.8986, -1.0592], [4.5934, -6.1926, 1.2648], [3.0253, -6.6851, 1.9613], [3.6785, -5.2211, 2.4765], [1.7945, -5.1562, 0.4572], [3.0952, -5.9544, -0.5612], [2.0680, -2.6704, 0.8817], [3.9663, -0.6941, 0.1482], [5.2419, -4.5955, -1.0541], [6.6552, -1.0969, -0.4451], [6.1579, -1.5010, -2.0703], [7.0376, -2.6466, -1.0475], [0.8903, 1.0980, 3.9053], [2.2015, 1.2932, 3.0803], [2.0974, 2.6468, 2.4505], [2.8875, 3.7208, 2.6382], [2.4408, 4.7934, 1.8665], [1.2528, 4.4054, 1.2551], [0.9829, 3.1263, 1.6676], [0.4239, 5.2549, 0.3496], [0.6657, 1.8868, 4.6232], [0.9616, 0.2341, 4.5660], [-0.0767, 0.9527, 3.4237], [2.2697, 0.5296, 2.3054], [3.0736, 1.2246, 3.7306], [3.7807, 3.6414, 3.2400], [2.8348, 5.7646, 1.6058], [0.1317, 2.5604, 1.3187], [0.8319, 5.2525, -0.6612], [0.4171, 6.2505, 0.7931], [-0.5653, 4.8236, 0.1962], [0.3847, 2.4493, -5.6500], [1.2619, 1.1856, -5.5039], [1.6087, 0.4405, -6.4080], [1.5327, 0.7225, -4.0625], [1.4302, 1.5016, -3.4280], [0.8125, 0.0789, -3.7672], [2.9437, 0.0986, -3.9338], [0.9751, 3.3612, -5.5599], [-0.4686, 2.4922, -4.9732], [-0.1233, 2.4057, -6.6133], [3.5731, 0.9319, -4.2463], [3.0421, -0.8093, -4.5288], [3.2558, -0.1185, -2.9123], [-0.6392, -0.4932, -0.3727], [-1.5045, 0.7393, -0.2102], [-1.7411, 1.1768, 0.9221], [-2.1850, 1.2724, -1.4278], [-2.0314, 0.5826, -2.1493], [-3.1718, 1.1932, -1.2272], [-1.7369, 2.7059, -1.7290], [-0.0034, -0.7428, 0.4767], [0.0529, -0.4475, -1.2135], [-1.2161, -1.3890, -0.6029], [-2.0004, 3.3313, -0.8760], [-2.2703, 2.9446, -2.6492], [-0.6567, 2.7916, -1.8471], [-0.0869, 5.6400, -3.4164], [0.4923, 6.2347, -4.3875], [1.5452, 5.7579, -4.7732], [-0.0171, 7.1388, -5.0396], [0.6307, 5.0130, -3.3006], [-2.3541, -1.8797, -4.3701], [-1.3836, -1.2280, -3.8410], [-0.3689, -1.8139, -3.5212], [-1.4364, 0.0350, -3.7840], [-1.8275, -2.6821, -4.3908], [3.2808, 3.1074, -0.7715], [2.3421, 2.3486, -1.1793], [2.2094, 1.2065, -0.7948], [1.6375, 2.7907, -2.1177], [3.8975, 2.5913, -0.2473], [-5.1179, 3.3956, -1.5754], [-5.5304, 4.0139, -2.6339], [-6.3783, 3.4862, -3.3877], [-4.9628, 5.0545, -2.9025], [-4.4630, 4.0280, -1.2707], [-5.6758, -2.2906, -1.2596], [-5.1775, -1.2504, -0.6007], [-5.0629, -1.2167, 0.6369], [-4.8042, -0.2526, -1.2698], [-5.6787, -1.7336, -2.0415]], "forces_ev_per_a": [[1.0, 0.4, 0.0], [-0.6, -0.3, 1.9], [-0.1, 3.2, -1.1], [1.0, 0.7, -0.5], [0.5, -0.4, 0.3], [-1.3, -3.4, 4.0], [1.0, -0.9, -1.5], [-0.4, 1.3, -1.1], [0.0, 0.5, -0.6], [-0.7, -0.7, -0.3], [0.0, -0.1, 0.0], [-0.2, 0.0, -0.6], [0.3, 0.4, -0.2], [-0.1, 0.2, -0.7], [-0.6, 0.2, -0.2], [-0.2, -0.2, 0.1], [-0.1, -0.1, -0.3], [0.0, 0.2, 0.1], [0.0, -0.6, 0.3], [-1.1, -0.8, -0.9], [1.0, 0.3, 1.9], [1.8, 2.6, -1.4], [-0.5, 0.8, 0.0], [-0.4, -2.5, 1.2], [0.0, -2.8, -0.6], [0.5, 2.5, 0.5], [0.2, 0.0, -0.4], [0.0, 0.0, 0.3], [0.2, -0.4, -0.2], [0.0, 0.7, -0.6], [0.1, -0.3, -0.2], [-0.5, -0.1, 0.2], [0.1, 0.3, -0.2], [-0.4, 0.0, -0.3], [0.0, 0.1, 0.1], [-0.7, 0.0, 0.4], [-0.2, -0.1, 0.0], [-0.4, -0.3, -0.1], [0.1, -0.6, 1.1], [-2.3, 0.8, 0.2], [-3.5, 1.0, -1.8], [1.0, 1.6, -1.0], [-0.5, -1.1, 0.1], [0.3, -2.5, 1.7], [2.7, 0.5, 0.0], [0.3, -0.4, -0.1], [0.6, 0.5, -0.2], [0.4, -0.3, -0.1], [0.4, 0.1, -1.0], [0.1, 0.3, -0.2], [0.0, 0.4, -0.1], [-0.1, 0.2, -0.1], [0.2, -0.1, 0.4], [0.1, -0.2, 0.2], [0.5, 0.1, 0.1], [-0.3, -0.1, -0.3], [0.0, 0.1, 0.6], [0.2, -1.0, -0.1], [-1.4, -1.1, -2.1], [-0.3, 1.8, 2.5], [2.0, -0.9, -0.9], [0.2, 1.3, 1.0], [-1.1, -1.0, -0.1], [-0.7, 1.1, -0.1], [0.1, 0.3, 0.1], [0.4, -0.2, 0.7], [0.6, 0.0, -0.2], [0.3, -0.5, -0.4], [-0.2, 0.5, -0.2], [-0.9, 0.1, 0.2], [0.6, -0.1, -0.9], [-0.6, -0.6, 2.8], [0.6, -0.1, -2.9], [1.6, 0.5, 2.6], [0.6, -0.2, -2.1], [-1.7, 0.2, 0.1], [-0.4, -0.6, -0.3], [-0.4, 0.6, 0.4], [-0.2, 0.4, -0.3], [-0.6, 0.2, -0.1], [-0.5, -0.2, -0.3], [0.0, 0.5, 0.2], [0.1, -0.6, -0.3], [-2.3, -1.9, 4.3], [0.0, 3.8, -5.8], [4.5, -3.0, 0.1], [-2.2, 1.8, 0.7], [0.2, -1.1, 0.9], [-1.8, -1.7, -0.9], [1.1, 5.4, 0.1], [3.0, -2.7, 1.2], [-0.8, 0.7, 0.7], [-0.9, -1.6, -0.6], [3.4, 2.9, 1.8], [-3.4, -0.6, -4.5], [0.6, -3.9, 2.8], [-0.5, 1.1, -0.2], [0.0, -0.1, 0.2], [1.3, -2.7, 4.1], [-2.9, 0.0, -5.7], [-0.5, -0.9, 1.0], [2.1, 3.3, 0.3], [0.2, 0.2, 0.4], [-0.4, -0.4, -0.2], [2.0, 3.4, 2.5], [0.0, -2.1, 1.8], [0.3, -0.4, -1.4], [-0.5, -0.8, -2.0]], "lowdin_charge": [-0.0749, -0.1679, -0.0654, 0.0155, 0.0459, -0.0619, 0.0107, -0.0053, 0.0646, 0.0831, 0.0903, 0.1261, 0.1307, 0.1348, 0.1155, 0.1472, 0.1163, 0.0974, 0.0836, -0.0459, -0.1137, -0.0728, 0.0074, 0.0154, -0.0735, 0.0259, 0.0163, 0.0740, 0.0747, 0.0781, 0.1302, 0.1325, 0.1281, 0.1230, 0.1647, 0.1011, 0.1014, 0.0975, -0.0732, -0.1162, -0.0391, -0.0498, 0.0017, -0.0590, 0.0612, 0.0648, 0.0838, 0.0668, 0.0558, 0.1037, 0.1209, 0.1301, 0.1401, 0.1316, 0.1028, 0.1098, 0.0950, 0.0521, -0.3082, 0.1180, 0.1213, 0.0880, 0.1051, 0.0214, 0.0861, 0.0874, 0.0988, 0.1027, 0.0905, 0.0598, 0.0128, -0.3287, 0.0687, 0.1318, 0.0946, 0.1365, 0.0629, 0.0650, 0.0676, 0.1021, 0.0847, 0.1243, 0.0688, 0.0873, -1.0219, -0.0671, -0.0294, 0.0605, 0.1694, -0.9092, -0.0279, -0.0529, 0.1100, 0.1402, -0.9418, -0.0240, -0.0364, 0.1128, 0.0575, -0.9881, -0.0724, -0.0445, 0.0733, 0.0943, -0.8716, -0.0696, -0.0420, 0.0978], "homo_lumo_gap_ev": 2.0, "e_homo_ev": -4.192, "spin_multiplicity": 1, "total_energy_ev": -77668.27248}

{"formula": "C5H7NO2", "method": "ωB97M-V/def2-TZVPD", "elements": ["C", "C", "C", "C", "C", "N", "O", "O", "H", "H", "H", "H", "H", "H", "H"], "positions_angstrom": [[-0.7351, -1.6516, -0.2121], [0.0767, -1.0178, -1.0588], [-3.5326, 0.4555, 0.0498], [-1.1065, -0.5642, 0.5707], [0.9168, 0.7475, 0.2785], [-0.2523, 0.2376, -0.3402], [-4.1256, -0.4188, 0.4619], [-3.1756, 1.4534, -0.4555], [-1.0301, -2.7205, -0.1485], [0.5707, -1.1402, -1.9861], [-1.5514, -0.1321, 1.3743], [1.6334, 1.0318, -0.5420], [0.8426, 1.6975, 0.8949], [1.4926, 0.0864, 0.9041], [-0.5833, 1.0785, -0.9392]], "forces_ev_per_a": [[-2.0, -3.6, 1.4], [0.1, 0.6, -0.7], [0.6, 2.7, -1.8], [0.5, -0.1, -2.8], [3.6, 3.0, 0.4], [0.4, 2.7, -1.1], [-1.2, -2.3, 1.3], [0.5, -0.5, 0.4], [0.4, 0.9, 0.0], [0.3, 0.2, -0.5], [-1.0, 0.5, 2.3], [-0.6, -0.1, 0.6], [-0.8, -1.0, -0.7], [-0.5, -0.9, 0.1], [-0.4, -2.1, 1.1]], "lowdin_charge": [-0.1316, -0.1190, -0.4813, -0.1280, -0.1043, -0.1910, 0.2197, 0.1562, 0.1165, 0.0814, 0.0602, 0.1050, 0.1119, 0.0946, 0.2099], "homo_lumo_gap_ev": 7.2, "e_homo_ev": -6.594, "spin_multiplicity": 1, "total_energy_ev": -10879.39771, "de_lowest_kcal_mol": 97.3}

{"formula": "C26H16F5N5OSW", "method": "ωB97M-V/def2-TZVPD", "elements": ["W", "F", "C", "C", "F", "C", "F", "C", "S", "C", "F", "C", "F", "N", "C", "C", "C", "C", "C", "C", "C", "C", "C", "C", "C", "C", "N", "C", "C", "C", "C", "N", "H", "H", "H", "H", "H", "H", "H", "H", "H", "H", "C", "N", "C", "C", "N", "C", "H", "H", "H", "H", "H", "H", "O"], "positions_angstrom": [[0.9216, 1.1262, -1.0643], [5.6956, -5.1512, -2.8831], [4.9180, -4.0656, -2.8371], [4.9219, -3.2390, -1.7323], [5.7078, -3.5254, -0.6841], [4.1129, -2.1162, -1.6917], [4.1890, -1.4002, -0.5513], [3.2566, -1.7544, -2.7327], [2.2904, -0.2979, -2.8860], [3.2797, -2.6250, -3.8302], [2.5028, -2.3781, -4.8881], [4.0838, -3.7469, -3.8948], [4.0593, -4.5309, -4.9766], [-8.9253, 0.9914, 2.3464], [-7.8384, 0.9938, 1.9742], [-6.4765, 0.9978, 1.5110], [-5.7850, -0.2038, 1.3793], [-4.4741, -0.1940, 0.9359], [-3.8403, 1.0059, 0.6238], [-4.5422, 2.2016, 0.7551], [-5.8536, 2.2032, 1.1959], [-2.4347, 1.0086, 0.1435], [-2.2004, 0.5055, -1.1569], [-3.1128, 0.0240, -2.0930], [-2.3974, -0.2669, -3.2652], [-1.0768, 0.0271, -3.0230], [-0.9271, 0.5014, -1.7236], [-1.4381, 1.5085, 0.9950], [-1.6516, 1.9665, 2.3081], [-0.4097, 2.2779, 2.8417], [0.5495, 1.9878, 1.8894], [-0.0517, 1.5282, 0.7302], [-6.2763, -1.1347, 1.6267], [-3.9308, -1.1243, 0.8299], [-4.0514, 3.1339, 0.5065], [-6.4002, 3.1309, 1.2952], [-4.1746, -0.0741, -1.9314], [-2.7947, -0.6477, -4.1914], [-0.2270, -0.0628, -3.6760], [-2.6141, 2.0366, 2.7877], [-0.2034, 2.6669, 3.8263], [1.6047, 2.1921, 1.9262], [3.5943, -0.8498, 3.4160], [3.3270, -0.0010, 2.2627], [4.0478, 1.0897, 1.8705], [3.4853, 1.5406, 0.7179], [2.4103, 0.7340, 0.4253], [2.3579, -0.1834, 1.3675], [4.4500, -0.4466, 3.9489], [3.8261, -1.8593, 3.0838], [2.7312, -0.8585, 4.0779], [4.9034, 1.4352, 2.4227], [3.7731, 2.3467, 0.0659], [1.6282, -0.9736, 1.4267], [1.4798, 2.5492, -1.8010]], "forces_ev_per_a": [[0.7, 0.1, -0.4], [-0.1, 0.2, 0.0], [0.0, -0.1, -0.1], [0.1, -0.1, 0.1], [-0.1, 0.0, -0.1], [-0.1, 0.0, 0.1], [-0.2, 0.2, -0.2], [0.2, -0.3, 0.4], [-0.6, 0.8, 0.6], [-0.2, 0.1, -0.1], [0.1, 0.0, 0.1], [0.1, -0.1, -0.1], [0.0, 0.1, 0.1], [0.0, 0.0, 0.0], [0.0, 0.0, 0.0], [0.0, 0.0, 0.0], [0.0, 0.0, 0.0], [-0.1, 0.0, 0.0], [0.2, 0.0, 0.0], [-0.1, 0.0, 0.0], [0.0, 0.0, 0.0], [-0.1, -0.2, -0.4], [0.1, 0.3, 0.5], [0.0, 0.1, 0.2], [0.4, 0.0, -0.1], [-0.4, -0.1, -0.1], [0.8, 0.0, -0.4], [-0.1, 0.0, 0.4], [-0.3, -0.2, -0.6], [0.9, 0.0, 0.1], [-0.4, 0.6, 0.4], [-0.6, -0.2, -0.6], [0.0, 0.0, 0.0], [0.0, 0.0, 0.0], [0.0, 0.0, 0.0], [0.0, 0.0, 0.0], [0.0, 0.0, 0.0], [0.0, 0.0, 0.0], [0.0, -0.1, 0.0], [0.0, 0.0, 0.0], [0.0, 0.0, 0.0], [-0.2, 0.1, 0.2], [0.0, 0.0, 0.0], [0.0, -0.2, 0.1], [0.3, 0.4, -0.2], [0.2, -0.1, -0.1], [0.6, -0.4, -0.5], [-0.3, -0.3, 0.0], [0.0, 0.0, 0.0], [0.0, 0.0, 0.0], [0.0, 0.0, 0.0], [0.0, 0.0, 0.0], [0.0, 0.1, 0.1], [0.0, 0.0, 0.1], [-0.8, -0.7, 0.6]], "lowdin_charge": [1.5447, 0.1271, -0.1383, -0.1469, 0.1116, -0.2191, 0.0693, -0.5121, 0.6417, -0.2510, 0.0820, -0.1413, 0.1254, 0.1519, -0.1864, -0.2349, -0.0183, -0.0125, -0.1991, -0.0113, -0.0169, -0.0956, -0.2666, -0.0271, -0.0824, -0.1877, -0.1766, -0.2417, -0.0342, -0.0841, -0.1798, -0.1399, 0.1193, 0.1264, 0.1285, 0.1198, 0.1085, 0.0974, 0.0432, 0.1081, 0.0966, 0.0817, 0.0195, -0.0942, -0.0338, -0.1052, -0.1636, -0.1667, 0.0962, 0.1014, 0.1011, 0.1313, 0.1245, 0.1615, -0.4515], "homo_lumo_gap_ev": [5.6, 6.6], "e_homo_ev": [-6.132, -7.862], "spin_multiplicity": 3, "s2": 2.058, "total_energy_ev": -62967.36519, "de_lowest_kcal_mol": 14.2}

{"formula": "C8H9Br2F", "method": "ωB97M-V/def2-TZVPD", "elements": ["Br", "C", "C", "Br", "H", "H", "H", "H", "F", "C", "C", "C", "C", "C", "C", "H", "H", "H", "H", "H"], "positions_angstrom": [[2.0343, 0.3800, 2.2713], [0.0594, -0.1104, 1.9835], [-0.9469, 1.0273, 2.2720], [-2.7111, 0.2030, 2.1258], [-0.1495, -1.0014, 2.5756], [-0.0560, -0.5406, 0.9887], [-0.8422, 1.8251, 1.5367], [-0.8958, 1.2704, 3.3333], [0.4176, 1.9018, 0.2312], [0.3111, 0.8079, -0.5484], [1.5026, 0.1526, -0.8844], [1.4623, -0.9521, -1.7183], [0.2263, -1.3516, -2.2551], [-0.9117, -0.7494, -1.9911], [-0.9232, 0.3072, -1.0429], [2.4851, 0.5643, -0.7067], [2.3921, -1.4185, -2.0088], [0.2616, -2.0293, -3.0952], [-1.8814, -1.0905, -2.3224], [-1.8345, 0.8042, -0.7447]], "forces_ev_per_a": [[-1.7, -0.4, 0.2], [0.1, -0.6, 0.5], [0.8, -1.3, 0.4], [-0.1, 0.1, -0.2], [0.3, 0.4, 0.7], [0.4, 0.5, 0.2], [-0.5, -0.1, 1.0], [0.2, 0.6, -0.4], [0.0, 0.2, -1.0], [-0.3, -1.2, -2.1], [0.1, 0.2, -0.9], [-0.9, 0.6, 0.1], [3.5, -1.7, -1.8], [-2.8, 2.3, 2.8], [1.4, 1.1, 0.1], [-0.2, 0.2, 0.7], [-0.1, -0.1, -0.1], [0.0, -0.6, 0.2], [0.1, 0.0, -0.5], [-0.1, 0.0, -0.1]], "lowdin_charge": [0.6111, -0.6074, -0.6235, 0.6473, 0.0485, 0.0254, 0.0471, 0.0517, -0.0098, -0.3395, -0.0853, -0.0505, -0.1239, -0.0933, -0.0170, 0.0995, 0.1075, 0.1070, 0.1135, 0.0919], "homo_lumo_gap_ev": 9.9, "e_homo_ev": -9.344, "spin_multiplicity": 1, "total_energy_ev": -151243.22018, "smiles": "Fc1ccccc1.BrCCBr", "de_lowest_kcal_mol": 31.2}

{"formula": "C3H3NiO2", "method": "ωB97M-V/def2-TZVPD", "elements": ["C", "C", "H", "H", "H", "O", "C", "O", "Ni"], "positions_angstrom": [[0.4776, -1.8776, -1.2904], [0.6830, -3.1396, -0.8752], [0.4923, -4.0120, -1.5136], [-0.0792, -1.7832, -2.2349], [1.1198, -3.3651, 0.1054], [0.6358, 0.7362, 0.5238], [-0.3964, 0.8237, 1.0932], [-1.3206, 1.1990, 1.6675], [1.6357, -0.3655, -0.6724]], "forces_ev_per_a": [[0.7, -0.8, -0.5], [0.5, 0.8, 0.4], [-0.3, 0.4, 0.2], [0.3, 0.6, 0.3], [0.0, 0.0, -0.4], [-0.5, -0.1, 0.6], [-0.7, 2.3, 0.8], [0.8, -1.4, -0.7], [-0.8, -1.7, -0.8]], "lowdin_charge": [-0.1586, -0.0624, 0.0788, 0.0452, 0.0566, 0.1020, -0.2748, 0.3303, 0.8829], "homo_lumo_gap_ev": [8.8, 7.5], "total_charge": 1, "e_homo_ev": [-14.162, -14.293], "spin_multiplicity": 3, "s2": 2.007, "total_energy_ev": -48287.27792, "de_lowest_kcal_mol": 0.0}